Density functional theory data (the ωB97M-V functional and the def2-TZVPD basis) for a molecular structure, C3H2NdO2 at a distorted geometry.

Each line ends with the Mulliken spin population.
Element x y z (Å)
O (-0.16, -1.36, -0.05)  0.00
C (-1.46, -1.77, 0.11)  0.00
C (-2.26, -0.71, 0.07)  0.00
O (-1.51, 0.43, -0.12)  0.00
C (-0.19, 0.04, -0.27)  0.00
Nd (2.00, 1.49, 0.27)  4.00
H (-1.67, -2.83, 0.09)  0.00
H (-3.34, -0.61, 0.04)  0.00

LUMO level (alpha / beta)   -9.524 / -9.395 eV
Total charge   +2
Calculated total energy   -826.64862 hartree
Spin multiplicity   5

Density functional theory data (the ωB97M-V functional and the def2-TZVPD basis) for 2 unconnected molecules or ions with the total composition C3H2O at a distorted geometry.

Each line ends with the natural charge from an NBO analysis.
Element x y z (Å)
C (3.75, -0.03, -0.16)  -0.01
C (4.87, -0.13, 0.16)  -0.05
C (0.18, 0.13, -0.03)  0.31
O (1.33, 0.42, -0.09)  -0.48
H (-0.28, -0.73, -0.56)  0.11
H (-0.54, 0.70, 0.57)  0.11

LUMO level (alpha / beta)   -3.575 / -3.575 eV
Relative energy (zero: lowest compared OMol25 entry of this formula, charge and spin)   177.5 kcal per mole
Calculated total energy   -190.37970 hartree

Density functional theory data (the ωB97M-V functional and the def2-TZVPD basis) for a single C3H2O molecule at a distorted geometry.

Each line ends with the natural charge from an NBO analysis.
Element x y z (Å)
C (1.10, 0.26, -0.01)  0.36
C (-0.33, -0.08, 0.07)  -0.14
C (-1.51, -0.30, -0.02)  -0.13
H (1.33, 1.34, -0.01)  0.15
H (-2.52, -0.59, -0.03)  0.23
O (1.93, -0.62, 0.00)  -0.47

SMILES   C#CC=O
LUMO level   -0.082 eV
Relative energy (zero: lowest compared OMol25 entry of this formula, charge and spin)   1.9 kcal per mole
Calculated total energy   -190.65955 hartree

Density functional theory data (the ωB97M-V functional and the def2-TZVPD basis) for 2 unconnected molecules or ions with the total composition C3H2O2 at a distorted geometry.

Each line ends with the natural charge from an NBO analysis.
Element x y z (Å)
C (-0.09, -1.42, -0.14)  0.48
C (-1.00, 0.42, 0.24)  -0.61
C (-2.25, 0.21, 0.12)  0.63
O (-3.37, 0.01, -0.11)  -0.46
O (0.13, -2.64, 0.12)  -0.47
H (0.52, -0.81, -0.91)  0.15
H (-0.19, 0.89, 0.77)  0.27

LUMO level (alpha / beta)   -0.866 / -0.866 eV
Relative energy (zero: lowest compared OMol25 entry of this formula, charge and spin)   74.5 kcal per mole
Calculated total energy   -265.83259 hartree

Density functional theory data (the ωB97M-V functional and the def2-TZVPD basis) for a single C3H2O2S molecule at a distorted geometry.

Each line ends with the natural charge from an NBO analysis.
Element x y z (Å)
C (0.27, -0.31, 0.74)  -0.31
C (1.00, -0.61, -0.38)  0.34
C (-0.49, 0.84, 0.98)  -0.27
O (1.84, -1.59, -0.49)  -0.49
O (-1.70, 0.90, -0.84)  -0.91
S (-1.36, 1.82, 0.14)  1.24
H (-0.28, -1.12, 1.18)  0.25
H (0.72, 0.07, -1.33)  0.15

LUMO level (alpha / beta)   -1.852 / -1.852 eV
Relative energy (zero: lowest compared OMol25 entry of this formula, charge and spin)   119.5 kcal per mole
Calculated total energy   -663.97560 hartree

Density functional theory data (the ωB97M-V functional and the def2-TZVPD basis) for a single C3H2O3 molecule.

Each line ends with the natural charge from an NBO analysis.
Element x y z (Å)
O (-1.74, -0.28, 1.10)  -0.46
C (-0.90, 0.53, 0.81)  0.35
C (-0.05, 0.34, -0.45)  0.38
O (-0.17, 1.08, -1.40)  -0.45
C (0.95, -0.81, -0.47)  0.34
O (1.22, -1.42, 0.54)  -0.45
H (-0.73, 1.46, 1.38)  0.14
H (1.42, -0.99, -1.45)  0.14

SMILES   O=CC(=O)C=O
LUMO level   -1.216 eV
Relative energy (zero: lowest compared OMol25 entry of this formula, charge and spin)   35.8 kcal per mole
Calculated total energy   -341.17972 hartree